74
Properties=species:S:1:pos:R:3:mulliken_spin:R:1 method="wB97M-V/def2-TZVPD" fmax_ev_per_a=5.7 homo_lumo_gap_ev="4.403 / 2.525" total_charge=+2 relative_energy_kj_mol=433.0 homo_ev="-12.4 / -12.4" multiplicity=5
H 0.747 3.272 2.083 0.00
H 2.164 -1.313 -3.885 -0.01
P -2.124 -0.280 -1.037 -0.01
Ru 0.120 -1.411 2.395 2.59
N -2.246 1.289 -1.819 0.00
C 0.382 -0.244 -2.154 0.02
H -4.273 0.731 -3.352 0.00
C -0.841 -0.919 7.905 -0.05
H 4.270 -0.678 0.086 0.02
C -5.382 -1.202 -3.283 0.00
H 2.197 3.351 3.180 0.00
H -0.218 1.586 0.066 0.01
C 2.782 -3.475 -3.779 0.02
C -1.402 1.390 1.897 0.05
C 2.308 -3.611 -1.550 0.02
C -2.676 3.510 -1.844 0.00
C -4.436 -0.249 -2.924 0.00
H -0.587 -0.068 0.506 0.00
C 4.132 -0.014 -0.761 0.35
C 1.774 -2.171 3.168 -0.18
C 1.342 2.736 2.849 0.02
C 4.349 1.442 -2.493 0.11
H 4.745 2.167 -3.211 0.00
H -1.537 2.496 1.866 0.00
H -2.072 0.201 3.595 -0.01
N 1.991 -2.333 -1.969 0.00
C 2.330 -2.232 -3.335 0.02
H 3.070 -3.701 -4.796 0.00
C 1.157 0.692 1.514 -0.02
H -1.327 1.202 -3.812 0.00
H 2.775 1.048 2.842 0.00
H -6.158 -1.113 -4.036 0.00
H -1.061 -1.963 -2.323 0.00
N -3.665 -0.737 -1.861 0.00
C 4.984 0.935 -1.314 0.12
H -0.793 1.270 5.361 0.00
N -1.074 -0.530 9.001 0.10
H 0.809 -0.302 -3.168 0.00
H -3.249 2.154 -0.148 0.00
H 2.631 -1.606 2.803 0.02
H 3.180 -5.341 -2.619 0.00
C -1.871 1.803 -3.077 0.00
C -2.196 3.157 -3.140 0.00
N -0.444 -1.307 4.333 0.14
H 2.357 0.872 -3.356 0.04
H -5.649 -3.312 -2.475 0.00
H 1.022 2.608 5.041 0.00
C 3.106 0.795 -2.596 0.34
C -5.129 -2.360 -2.464 0.00
H 1.934 -3.282 3.124 -0.01
H 0.401 0.827 -1.853 0.00
H -1.395 -0.514 -3.301 0.00
C -0.264 0.927 0.953 -0.03
H -2.168 3.774 -4.076 0.00
H 1.805 -0.036 0.918 -0.03
H -2.323 0.907 1.481 -0.01
H 5.978 1.240 -0.936 0.00
N 2.939 -0.050 -1.490 -0.03
C -4.069 -2.048 -1.636 0.00
P 1.494 -1.011 -0.908 0.03
C 1.877 1.498 2.332 0.10
H 1.644 -1.837 4.237 0.03
H -3.534 -2.616 -0.891 0.00
H -2.889 4.514 -1.474 0.00
C -2.812 2.349 -1.109 0.00
H -0.140 3.674 4.148 0.01
C -0.532 -1.228 5.509 0.02
C 2.805 -4.337 -2.623 0.00
C -0.646 1.642 4.316 0.07
N -0.649 -1.484 6.734 0.16
H 2.095 -3.858 -0.526 0.00
C -1.023 -0.859 -2.318 0.00
C 0.376 2.692 4.145 0.01
C -1.215 0.880 3.331 -0.05

***

78
Properties=species:S:1:pos:R:3:lowdin_charge:R:1 method="wB97M-V/def2-TZVPD" fmax_ev_per_a=1.7 homo_lumo_gap_ev=7.098 total_charge=0 relative_energy_kj_mol=30.8 homo_ev=-6.8
C 0.291 2.763 0.550 -0.25
C -1.450 -5.039 -0.371 -0.42
C -4.805 0.846 1.218 -0.04
C 0.392 -6.636 0.177 -0.05
H 0.032 -0.951 2.873 0.10
H 6.222 2.270 -0.689 0.10
N 1.352 -1.298 0.508 -0.07
C -0.314 0.285 -3.904 -0.19
H 0.262 -4.447 -2.387 0.09
O 0.305 -0.439 -2.865 -0.31
C 2.639 -1.498 0.463 -0.24
H -2.204 -5.798 -0.164 0.08
N 0.622 -2.406 0.868 -0.10
H 2.597 -3.587 0.031 0.07
H 1.288 -1.854 -4.030 0.10
H 6.775 0.439 0.894 0.10
F 0.653 3.290 6.129 0.03
C 0.373 2.856 2.004 -0.36
H -0.358 -2.300 -3.483 0.08
C -0.658 3.345 4.157 -0.03
C 3.556 -0.410 0.203 -0.12
C 4.856 -0.468 0.723 -0.05
H 5.114 -1.277 1.392 0.11
H -3.039 2.355 -3.185 0.10
C -2.597 0.402 1.813 -0.59
S -1.473 -1.664 -0.689 0.61
H 4.224 -2.960 0.368 0.08
C -0.574 -2.574 0.446 -1.11
H -2.200 -0.464 3.616 0.17
H 1.214 3.149 0.102 0.05
C -2.693 1.600 -2.467 -0.07
H -5.789 0.548 1.568 0.10
H -1.794 -4.379 -1.167 0.05
N -1.792 -0.150 2.742 0.05
C 1.645 -7.173 -0.055 -0.08
C 0.570 -1.782 -3.206 -0.13
O 2.008 0.867 -1.124 -0.23
H 2.504 -5.379 -2.779 0.10
C 0.554 3.117 4.782 -0.30
C 0.652 -5.208 -1.728 -0.05
H 3.398 -7.130 -1.288 0.10
H -0.559 3.351 0.186 0.05
O -1.304 1.759 -2.218 -0.26
H -1.516 3.648 4.737 0.11
C 1.675 2.736 4.062 -0.03
Y 0.121 0.577 -0.274 1.39
H -1.280 -0.181 -4.161 0.13
C 3.176 -2.893 0.642 -0.01
H -2.935 0.600 -2.843 0.09
C 3.185 0.712 -0.604 -0.34
H 3.920 2.462 -1.567 0.11
H -4.600 0.421 0.233 0.09
C 1.909 -5.744 -1.956 -0.09
O -2.213 0.888 0.763 -0.06
H -3.186 1.741 -1.505 0.08
C 1.580 2.610 2.692 -0.07
H 3.045 -3.206 1.678 0.10
S -1.370 -4.016 1.154 0.85
C 4.200 1.651 -0.911 -0.02
H -0.197 -6.968 1.021 0.11
H 2.607 2.562 4.580 0.12
H 2.033 -7.938 0.601 0.10
H -0.019 0.692 3.167 0.08
H -4.732 1.935 1.159 0.10
C -0.742 3.213 2.785 -0.07
H 2.461 2.323 2.133 0.11
H -1.687 3.394 2.290 0.11
H -0.942 2.352 -4.172 0.13
C 5.472 1.543 -0.412 -0.09
H 1.001 -2.246 -2.320 0.07
H 0.322 0.295 -4.802 0.14
H 0.475 2.098 -3.086 0.13
C 5.796 0.496 0.447 -0.10
C 2.410 -6.727 -1.120 -0.10
N -0.398 -0.068 2.595 0.08
C -0.505 1.715 -3.390 -0.17
O -3.881 0.343 2.178 -0.01
C -0.116 -5.646 -0.658 -0.31

***

80
Properties=species:S:1:pos:R:3:lowdin_charge:R:1 method="wB97M-V/def2-TZVPD" fmax_ev_per_a=2.4 homo_lumo_gap_ev=4.598 total_charge=+1 homo_ev=-9.5
N -2.492 -0.954 -0.720 -0.06
C -3.615 -1.602 -1.009 -0.15
N -3.727 -1.709 2.331 0.18
H 2.512 1.001 -3.415 0.09
S -4.196 1.568 -3.324 0.90
C 3.976 -1.068 -0.941 0.02
H 2.682 0.191 1.726 0.03
N 1.939 0.321 -0.711 0.02
C 3.533 0.871 1.694 -0.03
H -3.939 4.048 1.088 0.04
Hf -0.320 0.379 -0.222 1.11
N -4.236 -2.003 0.090 0.19
H -2.452 -4.514 -2.928 0.12
H -3.032 -5.827 -0.933 0.11
H 1.021 1.750 -2.833 -0.01
C -2.908 3.712 1.054 -0.33
S 0.015 0.037 2.263 0.61
H 2.181 2.697 -3.779 0.09
H -0.761 -1.331 -2.887 0.03
C -0.749 -2.405 -3.107 -0.02
C -1.109 -3.214 -1.899 -0.24
H 2.685 -3.408 -2.023 0.11
N -3.454 -1.577 1.037 -0.24
C -1.744 -4.715 0.361 -0.04
H 4.193 -1.680 -1.815 0.10
H 0.650 0.647 4.759 0.06
H 4.444 0.274 1.668 0.09
S 0.210 2.805 0.415 0.62
C -2.007 -4.269 -1.976 -0.04
H 4.498 -0.119 -1.038 0.10
C 3.527 3.499 -1.695 -0.03
C 0.434 2.754 2.140 -0.75
H 4.773 4.758 -0.492 0.11
H 1.768 4.110 3.115 0.08
S -2.881 1.904 0.822 0.76
H 0.613 4.869 2.013 0.06
C -0.834 -3.672 0.478 -0.23
C -3.100 1.601 -1.949 -1.12
S -7.156 1.944 -3.128 0.60
H 0.896 -3.607 1.733 0.09
C 2.226 -3.360 -1.035 0.03
H -0.269 2.146 4.877 0.09
C 2.789 2.329 -1.765 -0.24
H -0.258 -2.336 2.062 -0.03
S -5.438 1.954 -0.712 0.91
H 1.474 2.212 4.641 0.08
H -3.985 -1.774 -1.998 0.14
C 4.207 2.974 0.538 -0.03
C 2.502 -0.858 -0.804 -0.22
H -4.390 -2.441 2.550 0.13
H 3.549 1.454 2.611 0.09
C -5.690 1.830 -2.435 -1.48
C 2.756 1.482 -0.647 -0.30
C -0.533 -2.915 -0.660 -0.27
H 3.010 -3.562 -0.307 0.11
H -2.415 3.912 1.999 0.04
C 1.631 -2.009 -0.800 -0.22
H 4.366 -1.592 -0.069 0.11
H -2.362 4.179 0.241 0.04
C -2.329 -5.014 -0.855 -0.06
H 0.252 -2.665 -3.451 0.09
C -3.684 1.805 -0.747 -0.99
H -0.595 -3.998 2.581 0.09
H 4.769 3.216 1.427 0.12
C 4.218 3.834 -0.543 -0.05
C -0.168 -3.386 1.789 -0.04
C 2.084 1.924 -3.022 -0.03
H -2.931 -1.585 2.942 0.11
N -2.396 -0.949 0.596 -0.06
C 0.355 1.632 2.897 -0.76
C 0.738 4.088 2.759 -0.12
C 3.491 1.784 0.507 -0.23
H -1.978 -5.308 1.231 0.11
H 3.560 4.152 -2.553 0.12
S -1.431 1.377 -2.334 0.53
H 1.472 -4.141 -0.967 0.10
C 0.571 1.662 4.380 -0.13
N 0.354 -1.806 -0.580 0.04
H 0.086 4.288 3.606 0.08
H -1.447 -2.604 -3.915 0.09

***

78
Properties=species:S:1:pos:R:3:lowdin_charge:R:1 method="wB97M-V/def2-TZVPD" fmax_ev_per_a=1.5 homo_lumo_gap_ev=3.127 total_charge=-1 homo_ev=-2.8
C -3.903 -6.519 -1.150 -0.06
C -0.510 -2.839 0.467 -0.01
H 1.610 2.008 0.400 0.08
H 4.758 -3.006 10.119 0.11
C -0.934 -1.590 0.051 -0.14
C -5.350 -6.787 -3.019 -0.15
O -1.229 7.561 -3.209 -0.03
C -0.586 -0.431 0.722 0.00
C 2.573 -2.410 7.036 -0.14
I 1.619 8.270 -2.670 0.48
H 4.017 -0.717 9.556 0.11
O -6.722 -7.158 -4.831 0.07
N -1.770 -1.476 -1.154 -0.34
H 1.507 2.185 -3.274 0.09
H 2.093 2.536 -4.872 0.10
O -2.089 -0.364 -1.497 0.10
H 4.272 3.719 -0.536 0.11
C 3.233 3.517 -0.815 -0.21
H 2.612 3.837 0.027 0.11
H -3.362 -6.939 -0.312 0.11
H 2.191 0.465 -0.278 0.08
H -4.745 -8.404 -1.750 0.12
H -0.796 -3.725 -0.080 0.11
O 1.425 -3.145 5.179 0.07
H -1.717 6.788 -0.789 0.10
O 3.145 2.111 -1.000 -0.19
C -1.111 3.261 -2.528 -0.21
C 0.219 -0.534 1.846 -0.06
H -2.069 5.206 -2.574 0.09
H -5.827 -5.028 -4.146 0.12
N -6.158 -7.663 -3.883 -0.36
H 0.642 -3.893 1.931 0.11
C 1.975 1.510 -0.503 -0.13
N -0.350 5.264 -1.311 -0.11
H -1.490 3.962 -4.516 0.10
C -0.450 7.441 -2.325 -0.74
C 2.881 4.389 -2.035 -0.19
C 0.662 -1.776 2.278 -0.06
C -0.729 3.367 -4.003 -0.21
C -3.822 -5.160 -1.421 -0.07
O -6.215 -8.842 -3.597 0.07
H 1.292 -1.847 3.146 0.07
C 2.968 -3.701 7.335 0.00
C 3.723 -1.551 8.934 -0.06
C 2.934 -1.329 7.817 0.00
H -1.938 2.549 -2.430 0.09
H -0.752 2.373 -4.464 0.10
N 1.746 -2.177 5.840 -0.34
H 0.504 0.360 2.382 0.11
H 0.005 7.023 -0.257 0.07
H 2.607 -0.333 7.559 0.12
C 3.758 -3.910 8.453 -0.07
O -2.081 -2.504 -1.733 0.05
H -0.930 0.531 0.372 0.12
H 3.557 5.246 -1.992 0.09
C -4.674 -7.346 -1.951 -0.01
C 0.650 3.974 -4.242 -0.21
C 4.137 -2.838 9.250 -0.07
H 4.081 -4.912 8.701 0.11
C -4.514 -4.618 -2.496 -0.05
H 0.734 4.228 -5.304 0.10
C -1.510 4.577 -1.863 -0.33
H -2.190 4.317 -1.027 0.09
C 3.062 3.709 -3.393 -0.20
H 3.298 4.486 -4.128 0.11
H -4.443 -3.560 -2.703 0.11
H 2.666 -4.525 6.707 0.12
H -3.214 -4.516 -0.801 0.09
C -0.653 6.599 -1.023 -0.40
O 1.437 -1.033 5.586 0.09
C 0.296 -2.926 1.591 -0.06
C -5.286 -5.435 -3.306 0.00
H -0.284 2.852 -1.948 0.07
C 1.808 3.008 -3.924 -0.20
H 3.904 3.014 -3.368 0.10
H 1.870 4.786 -1.917 0.06
H 1.167 1.532 -1.239 0.06
H 0.768 4.909 -3.695 0.08

***

73
Properties=species:S:1:pos:R:3:lowdin_charge:R:1 method="wB97M-V/def2-TZVPD" fmax_ev_per_a=3.0 homo_lumo_gap_ev=3.845 total_charge=0 relative_energy_kj_mol=628.9 homo_ev=-5.8
H 3.165 -0.583 -0.637 0.08
C 2.372 -6.789 -1.646 -0.06
H -0.390 7.721 0.748 0.09
C 4.249 -5.368 -1.064 -0.07
H -4.992 1.175 2.901 0.09
H 0.409 -5.937 -1.335 0.12
H 5.326 -5.207 -0.969 0.11
O 0.606 3.013 2.654 0.09
C -0.578 -4.493 -3.803 -0.19
H 3.139 -1.651 1.917 0.07
H 2.645 -0.530 3.206 0.11
C -0.415 6.639 0.608 -0.05
H 4.023 2.597 1.313 0.09
H -3.280 1.242 1.199 0.12
C 1.033 -3.428 -0.608 0.04
C -3.809 3.312 1.559 -0.19
H 0.374 6.160 1.206 0.10
H -1.351 -5.896 -6.055 0.06
C -2.110 4.956 0.906 -0.19
C 3.155 0.373 -0.110 0.01
C 0.942 2.016 2.019 -0.37
H 3.002 3.390 2.548 0.10
N -1.586 -2.750 -4.818 0.02
C -1.723 2.594 0.554 -0.23
H -5.669 1.394 1.247 0.10
C 0.551 -1.261 0.489 0.03
H -1.162 -1.377 -3.187 0.06
C -1.332 3.922 0.380 0.02
C 3.132 -0.603 2.225 0.01
H 4.171 -0.257 2.307 0.09
H 4.451 -7.375 -1.846 0.11
N 0.972 -0.106 1.043 0.04
H -0.285 6.389 -0.456 0.09
C 3.369 -4.347 -0.709 -0.01
C -1.294 -4.068 -4.974 -0.42
H -4.304 5.176 3.937 0.09
C 3.359 2.429 2.170 -0.01
C -2.970 2.289 1.102 0.02
C 2.384 0.285 1.217 -0.46
H 2.467 -2.110 0.243 0.05
O -5.000 3.153 2.194 -0.07
H -1.251 -4.445 -7.080 0.07
C 3.759 -6.587 -1.551 -0.06
H 1.982 -7.742 -2.006 0.11
H -6.576 1.992 2.678 0.09
H -0.013 -3.561 -0.888 0.09
H 2.687 1.126 -0.760 0.10
H 3.779 -3.408 -0.331 0.10
H -0.370 4.148 -0.093 0.12
C 0.024 0.956 1.400 -0.15
H -0.192 -5.489 -3.635 0.06
C -0.774 1.480 0.191 -0.08
H -3.015 6.367 3.501 0.09
C -1.689 -4.859 -6.161 -0.09
C -4.041 6.034 3.308 -0.02
H -2.782 -4.865 -6.287 0.07
H -4.750 6.851 3.447 0.09
N -0.473 -3.437 -2.958 -0.05
H -0.533 -1.379 0.388 0.16
N 2.226 1.624 1.770 -0.04
H 4.193 0.664 0.098 0.09
C -3.390 4.654 1.424 -0.15
O -1.722 6.246 1.078 -0.07
O -4.177 5.661 1.903 -0.09
C 1.489 -5.775 -1.289 -0.02
C -1.082 -2.379 -3.594 -0.29
H -0.055 1.815 -0.579 0.14
H -1.337 0.627 -0.214 0.12
H 3.936 1.920 2.952 0.09
C 1.408 -2.259 0.049 -0.07
H -0.674 0.599 2.181 0.18
C 1.955 -4.502 -0.865 -0.19
C -5.584 1.835 2.251 -0.05

***

84
Properties=species:S:1:pos:R:3:lowdin_charge:R:1 method="wB97M-V/def2-TZVPD" fmax_ev_per_a=0.6 homo_lumo_gap_ev=7.686 total_charge=-1 relative_energy_kj_mol=0.0 homo_ev=-5.2
H -1.663 3.462 4.758 0.09
H -8.289 0.403 1.210 0.09
C -5.012 0.024 0.445 -0.20
S 1.666 1.260 1.474 0.71
C -3.805 3.698 4.641 -0.10
H 1.845 -2.750 -1.646 0.11
N -0.019 2.773 3.036 0.09
C 3.191 -0.521 -0.691 -0.30
C 1.524 3.200 5.847 -0.08
H -0.421 -3.658 -1.962 0.12
H 1.039 4.481 4.193 0.10
N 2.118 0.107 -1.157 0.08
C -0.233 -2.959 -1.136 -0.21
C -6.359 0.290 0.269 -0.07
O -0.775 -1.277 1.914 -0.75
C 4.340 3.340 2.317 -0.09
C -4.505 -0.300 1.716 -0.37
H 4.049 2.667 4.349 0.11
H 4.261 4.410 2.527 0.07
H 2.743 4.526 4.645 0.11
O -3.181 -0.434 1.857 -0.35
H -3.078 -2.466 0.476 -0.04
C -4.784 3.210 2.497 -0.08
H -1.695 -1.604 -1.467 0.06
H -5.654 3.116 1.859 0.10
C -0.227 -1.133 -2.787 -0.21
H 0.987 2.856 -1.627 0.13
H 3.130 -1.205 1.304 0.10
C -0.695 0.304 -3.014 -0.19
H -6.706 0.544 -0.724 0.11
H 1.303 3.944 6.617 0.07
H -7.428 -0.278 3.427 0.10
C 3.594 2.524 3.366 -0.28
H 1.038 2.271 -3.294 0.12
H -3.914 4.007 5.674 0.09
As -2.224 -1.875 2.542 1.07
C -5.396 -0.431 2.780 -0.02
N 1.578 -2.088 0.284 -0.09
H 1.499 -4.058 -0.526 0.11
N 2.195 2.904 3.484 -0.15
O -4.703 0.369 -2.110 -0.32
C 3.500 1.671 -2.287 -0.03
C -2.404 3.001 2.811 -0.13
C -3.525 2.913 1.995 -0.02
H 5.400 3.069 2.298 0.07
O -2.783 0.809 -0.671 -0.42
O -2.840 -2.986 1.267 -0.42
Cd -0.615 0.130 0.238 1.39
C -7.235 0.194 1.344 -0.11
H -0.826 -3.286 -0.280 0.10
H 1.145 -2.268 1.178 0.08
H 5.337 -0.655 -0.651 0.11
H 2.347 2.573 6.201 0.07
H -0.624 -1.762 -3.595 0.12
N -0.670 -1.610 -1.482 -0.12
S -3.933 -0.068 -0.966 0.49
H -0.352 0.641 -4.000 0.11
H -5.908 3.829 4.219 0.09
O -1.058 2.364 1.000 -0.13
H 3.584 2.559 -2.902 0.11
C 4.475 -0.120 -1.034 -0.03
C 4.625 0.991 -1.849 -0.07
H -3.385 2.598 0.968 0.10
C -6.748 -0.185 2.588 -0.10
C 1.245 -3.016 -0.770 -0.22
C 1.216 2.375 2.698 -0.71
N -0.242 1.229 -1.969 -0.11
C 2.254 1.191 -1.903 -0.28
C -2.547 3.399 4.136 -0.03
O -3.528 -1.480 -1.011 -0.36
H -0.991 1.869 -1.727 0.09
C 0.986 1.954 -2.243 -0.16
H -5.008 -0.697 3.755 0.11
H -1.785 0.318 -3.021 0.10
C 1.874 3.873 4.527 -0.23
H 3.678 -2.435 0.159 0.11
C -4.925 3.603 3.822 -0.10
C 2.937 -1.637 0.319 -0.21
H 3.650 1.466 3.118 0.07
H 0.645 2.569 5.706 0.07
H 3.913 3.142 1.333 0.05
H 5.613 1.333 -2.132 0.10
C -1.065 2.668 2.204 -0.48
H 0.860 -1.177 -2.832 0.09